Entry 1:
{
  "formula": "C15H26N4O2S",
  "method": "ωB97M-V/def2-TZVPD",
  "symbols": ["C", "C", "C", "C", "N", "N", "C", "N", "C", "H", "C", "O", "C", "H", "H", "H", "H", "H", "H", "S", "C", "H", "H", "C", "O", "N", "H", "C", "C", "H", "H", "C", "H", "H", "C", "H", "H", "C", "H", "H", "H", "H", "H", "H", "H", "H", "H", "H"],
  "xyz": [[-4.490446, 0.379032, 1.875237], [-3.874444, -1.004783, 1.712148], [-2.926479, -1.095972, 0.508079], [-1.730144, -0.239550, 0.693388], [-0.696499, -0.554634, 1.418222], [0.193475, 0.452798, 1.360772], [-0.309894, 1.380496, 0.587865], [-1.542909, 1.003429, 0.136822], [-2.364823, 1.732023, -0.788794], [-3.397027, 1.397715, -0.675760], [-1.920636, 1.523963, -2.247875], [-2.107187, 0.198746, -2.690030], [-0.959218, -0.618046, -2.658399], [-0.606121, -0.806377, -1.639391], [-0.143732, -0.176141, -3.242106], [-1.251518, -1.564067, -3.109891], [-2.548791, 2.157950, -2.881562], [-0.875883, 1.835573, -2.365110], [-2.296888, 2.796798, -0.547846], [0.417959, 2.896241, 0.149694], [1.945922, 2.843528, 1.140912], [1.684751, 2.458192, 2.124717], [2.277677, 3.879381, 1.198740], [3.023057, 1.998947, 0.453302], [3.914732, 2.506507, -0.194448], [2.868708, 0.686537, 0.666063], [2.021550, 0.366998, 1.138323], [3.668104, -0.325187, 0.010581], [3.837958, -1.526295, 0.944949], [3.900970, -1.217896, 1.986922], [4.748297, -2.067220, 0.684466], [2.614430, -2.388830, 0.647717], [2.724942, -3.409849, 1.009140], [1.724828, -1.956244, 1.107382], [2.512670, -2.318344, -0.875282], [1.510828, -2.551043, -1.234283], [3.205531, -3.032793, -1.322085], [2.936316, -0.886140, -1.231619], [2.068102, -0.262638, -1.448344], [3.581400, -0.866156, -2.108166], [4.615803, 0.149028, -0.255265], [-2.580810, -2.126879, 0.413704], [-3.445226, -0.819227, -0.411024], [-3.314536, -1.263887, 2.612103], [-4.668781, -1.741985, 1.582672], [-5.075428, 0.648682, 0.997470], [-3.719430, 1.131784, 2.027336], [-5.151173, 0.395813, 2.738546]],
  "forces_ev_per_a": [[0.045, -0.240, 0.057], [-0.054, 0.106, -0.138], [-0.207, -0.111, 0.247], [0.052, 0.054, -0.172], [-0.665, -0.917, 0.154], [0.242, 0.794, -0.095], [-0.018, -0.050, 0.102], [0.598, -0.270, 0.550], [-0.103, 0.053, -0.794], [0.079, 0.125, 0.036], [-0.161, 0.117, 0.168], [-0.281, 0.152, 0.168], [0.161, -0.124, -0.025], [0.040, 0.003, 0.000], [-0.012, -0.022, 0.022], [0.092, -0.025, 0.005], [0.101, 0.029, 0.061], [-0.035, -0.004, -0.024], [-0.138, -0.055, 0.026], [0.107, 0.327, -0.119], [-0.151, -0.104, -0.205], [0.046, 0.058, 0.046], [0.008, -0.108, 0.003], [-0.315, 0.034, 0.409], [0.273, 0.294, -0.300], [0.039, -0.355, 0.210], [0.117, 0.247, -0.012], [0.313, 0.224, -0.121], [-0.085, 0.019, -0.001], [0.114, 0.019, 0.037], [0.056, -0.046, -0.004], [0.126, -0.120, -0.053], [-0.080, -0.037, 0.079], [-0.090, -0.011, 0.064], [-0.086, -0.027, 0.020], [-0.021, -0.087, -0.062], [-0.016, -0.071, -0.023], [0.083, -0.019, -0.136], [0.021, 0.070, -0.030], [-0.008, 0.035, -0.072], [-0.114, -0.102, 0.040], [0.014, 0.063, -0.119], [0.007, -0.087, -0.045], [-0.022, -0.084, -0.007], [0.021, -0.054, 0.055], [-0.076, 0.076, -0.082], [0.051, 0.137, 0.021], [-0.067, 0.092, 0.057]],
  "lowdin_charge": [-0.106, -0.240, -0.130, -0.333, 0.089, 0.002, -0.612, -0.008, -0.120, 0.119, -0.194, -0.178, -0.096, 0.071, 0.094, 0.095, 0.130, 0.111, 0.118, 1.005, -0.343, 0.083, 0.083, -0.575, 0.051, 0.084, 0.084, -0.288, -0.140, 0.114, 0.116, -0.190, 0.107, 0.089, -0.186, 0.095, 0.106, -0.120, 0.098, 0.109, 0.143, 0.123, 0.111, 0.110, 0.107, 0.070, 0.071, 0.071],
  "relative_energy_kcal_mol": 1.1,
  "gap_ev": 9.206,
  "energy_ha": -1354.8741,
  "smiles": "CCCc1nnc(SCC(=O)NC2CCCC2)n1CCOC",
  "spin_multiplicity": 1,
  "largest_force_ev_per_a": 1.14,
  "e_homo_ev": -8.66
}

---

Entry 2:
{
  "formula": "C15H26N4O4PPt",
  "method": "ωB97M-V/def2-TZVPD",
  "symbols": ["Pt", "O", "N", "N", "O", "C", "C", "C", "C", "C", "C", "H", "H", "H", "H", "H", "C", "P", "C", "C", "O", "H", "H", "H", "H", "H", "H", "H", "H", "H", "C", "N", "C", "C", "C", "N", "C", "C", "O", "H", "H", "H", "H", "H", "H", "H", "H", "H", "H", "H", "H"],
  "xyz": [[-0.395088, -0.324533, -0.575951], [-2.121273, -0.898321, -1.309319], [-2.008202, -1.488540, -2.459435], [-0.858378, -1.482610, -2.956194], [0.186797, -0.861859, -2.379715], [-0.604220, -2.129589, -4.220391], [0.711702, -2.327295, -4.597512], [0.963217, -2.951238, -5.810930], [-0.085586, -3.359985, -6.619257], [-1.398489, -3.145312, -6.218978], [-1.672063, -2.524723, -5.012837], [1.513956, -2.000464, -3.954593], [1.985953, -3.113912, -6.122089], [0.117539, -3.841694, -7.565946], [-2.217341, -3.453480, -6.854335], [-2.687724, -2.343295, -4.694959], [1.890347, 2.175349, -1.684739], [2.075270, 1.511124, -0.034634], [3.821213, 1.430720, 0.329360], [1.323946, 2.667582, 1.107035], [1.488019, 0.107626, 0.113763], [2.254019, 3.202881, -1.722336], [0.841311, 2.144187, -1.978578], [2.465845, 1.564266, -2.380389], [4.261057, 2.428135, 0.311838], [4.312552, 0.808107, -0.417781], [3.969383, 0.984467, 1.312162], [1.789692, 3.650473, 1.038027], [1.438700, 2.280526, 2.120528], [0.260825, 2.746872, 0.878734], [-2.310618, 2.484625, 2.278747], [-1.531069, 1.487368, 2.999275], [-1.365033, 1.694737, 4.435321], [-1.454939, 0.370652, 5.160262], [-0.425920, -0.566021, 4.568503], [-0.564942, -0.630968, 3.114408], [-0.030183, -1.837177, 2.497331], [-1.135641, 0.348822, 2.389170], [-1.338338, 0.243552, 1.144421], [-3.306053, 2.566755, 2.717957], [-2.409619, 2.193465, 1.239255], [-1.821901, 3.458957, 2.341950], [-2.143378, 2.380784, 4.765880], [-0.399149, 2.172933, 4.630442], [-2.454257, -0.049094, 5.028217], [-1.277436, 0.502776, 6.226312], [-0.558768, -1.576761, 4.954463], [0.588941, -0.248186, 4.829799], [-0.476542, -2.710887, 2.972883], [1.052931, -1.878087, 2.625524], [-0.261065, -1.863711, 1.439329]],
  "forces_ev_per_a": [[-0.182, -0.029, -0.020], [-0.080, -0.149, -0.147], [0.034, 0.011, 0.033], [-0.052, 0.147, -0.041], [0.141, -0.215, 0.070], [-0.041, 0.082, 0.003], [0.000, -0.015, -0.009], [0.002, 0.013, 0.009], [-0.001, 0.004, -0.004], [0.002, 0.006, -0.010], [0.011, 0.014, -0.018], [0.007, -0.013, 0.000], [-0.001, -0.008, 0.000], [0.000, -0.005, 0.002], [-0.001, -0.012, 0.007], [0.000, -0.012, 0.002], [0.038, -0.003, -0.032], [0.019, -0.096, -0.048], [0.031, 0.009, 0.004], [-0.049, -0.038, 0.042], [-0.009, 0.169, 0.112], [0.001, -0.002, -0.007], [-0.008, 0.020, 0.023], [-0.026, -0.012, -0.009], [0.008, -0.005, 0.003], [-0.001, -0.011, 0.009], [-0.008, 0.015, 0.009], [-0.004, 0.001, -0.013], [-0.001, 0.024, 0.007], [-0.018, 0.018, -0.008], [0.059, 0.018, -0.038], [-0.145, -0.082, 0.041], [0.028, -0.003, -0.019], [0.002, -0.002, -0.032], [0.003, 0.019, 0.005], [0.029, 0.013, -0.037], [-0.030, -0.010, 0.034], [0.263, -0.119, -0.048], [-0.022, 0.225, 0.064], [0.001, 0.003, 0.007], [0.015, 0.013, 0.004], [-0.005, -0.001, 0.010], [-0.011, -0.007, -0.009], [-0.018, 0.030, 0.019], [-0.005, 0.001, 0.039], [0.007, -0.004, 0.000], [0.007, -0.007, -0.014], [-0.001, 0.003, 0.001], [0.001, 0.003, 0.012], [0.001, 0.004, -0.013], [0.009, -0.007, 0.003]],
  "lowdin_charge": [1.182, -0.250, 0.029, -0.184, -0.255, -0.167, -0.009, -0.061, -0.067, -0.061, -0.011, 0.113, 0.111, 0.111, 0.113, 0.114, -0.163, 0.588, -0.152, -0.154, -0.502, 0.069, 0.053, 0.069, 0.069, 0.069, 0.067, 0.070, 0.063, 0.048, -0.018, -0.073, -0.141, -0.141, -0.142, -0.058, -0.019, -0.441, -0.183, 0.101, 0.089, 0.095, 0.128, 0.130, 0.131, 0.127, 0.128, 0.134, 0.100, 0.101, 0.050],
  "relative_energy_kcal_mol": 0.0,
  "gap_ev": 9.028,
  "energy_ha": -1567.5996,
  "charge": 1,
  "spin_multiplicity": 1,
  "largest_force_ev_per_a": 0.29,
  "e_homo_ev": -11.26
}

---

Entry 3:
{
  "formula": "C15H26NO10PS2",
  "method": "ωB97M-V/def2-TZVPD",
  "symbols": ["C", "C", "C", "C", "O", "O", "N", "C", "O", "C", "C", "C", "C", "S", "O", "O", "O", "C", "C", "C", "O", "O", "C", "P", "O", "H", "H", "H", "H", "H", "H", "H", "H", "H", "H", "H", "H", "H", "H", "H", "H", "H", "H", "H", "H", "C", "S", "O", "C", "H", "H", "H", "H", "H", "H"],
  "xyz": [[2.822774, 0.456773, 2.367087], [1.919848, 0.395138, 1.572638], [0.816741, 0.279558, 0.608712], [-0.274717, 1.327293, 1.012873], [-1.401687, 0.645810, 1.540299], [-2.378829, 1.629903, 1.817575], [1.255058, 0.534871, -0.773302], [0.471608, -0.250116, -1.605560], [-0.094239, 0.113377, -2.601792], [0.488187, -1.621029, -0.960273], [1.914834, -2.236930, -1.070026], [2.800407, -1.825003, -2.251531], [2.242653, -2.112879, -3.655584], [2.134254, -0.690654, -4.727050], [0.868714, -0.674646, -5.387914], [2.600641, 0.491121, -4.066020], [3.254797, -1.133991, -5.785279], [-0.551690, -2.641760, -1.431458], [-1.974018, -2.094071, -1.697860], [-2.936280, -2.409305, -0.588525], [-3.500174, -1.605135, 0.081726], [-3.078539, -3.761266, -0.378883], [0.237193, -1.179991, 0.528434], [0.697108, -2.367703, 1.828051], [-0.006023, -2.163097, 3.111088], [3.586306, 0.447332, 3.100710], [0.114110, 2.004257, 1.775965], [-0.573662, 1.931011, 0.148218], [-2.745112, 1.897646, 0.960055], [1.322595, 1.507166, -1.047518], [1.808371, -3.326001, -1.072860], [2.484573, -1.961004, -0.182556], [3.718594, -2.405264, -2.147050], [3.089788, -0.781038, -2.148539], [1.250486, -2.556702, -3.669440], [2.907409, -2.798569, -4.177625], [3.339126, -0.392537, -6.406747], [-0.631374, -3.397820, -0.647519], [-0.194337, -3.185877, -2.304293], [-1.994852, -1.027995, -1.893010], [-2.359982, -2.593471, -2.588737], [-4.017080, -3.982929, -0.399428], [-0.847155, -1.116280, 0.652277], [0.400194, -3.609263, 1.234502], [2.098005, -2.368145, 1.903287], [-1.624763, 6.222784, 4.535143], [-1.344976, 4.447365, 4.517813], [-0.523865, 4.157450, 3.312772], [-3.039610, 3.992654, 4.134537], [-0.667562, 6.704763, 4.721577], [-2.016641, 6.536151, 3.567627], [-2.323773, 6.470702, 5.333802], [-3.341267, 4.464333, 3.199058], [-3.689676, 4.309788, 4.950291], [-3.079417, 2.910796, 4.027731]],
  "forces_ev_per_a": [[-0.780, -0.188, -0.562], [0.798, -0.114, 0.226], [-0.082, 0.238, 0.483], [0.119, 0.092, 0.486], [-0.147, 0.096, -0.478], [-0.161, 0.334, 0.539], [-0.385, 0.231, 0.122], [0.291, -0.044, 0.075], [0.150, -0.086, -0.342], [0.170, -0.491, 0.740], [0.016, 0.103, -0.279], [0.008, -0.264, 0.051], [0.253, -0.171, 0.069], [-0.324, 0.118, 0.227], [0.095, -0.056, -0.141], [0.072, -0.010, -0.062], [-0.003, 0.185, -0.073], [-0.340, 0.229, 0.096], [0.120, -0.284, -0.116], [0.389, -0.177, 0.007], [-0.570, 0.448, 0.167], [0.064, -0.159, -0.700], [-0.209, -0.132, -0.921], [-0.334, 0.185, 0.527], [0.132, 0.044, 0.016], [0.162, 0.127, 0.110], [-0.004, 0.055, -0.046], [-0.006, -0.193, -0.143], [0.128, -0.382, -0.182], [-0.016, 0.008, 0.023], [-0.002, 0.004, 0.105], [0.046, -0.053, -0.005], [0.066, 0.106, 0.006], [-0.115, 0.052, -0.108], [-0.060, 0.151, 0.065], [-0.097, -0.026, -0.085], [0.131, -0.105, -0.079], [0.100, -0.110, -0.100], [0.037, 0.183, -0.090], [0.077, 0.035, 0.069], [-0.034, 0.046, -0.004], [-0.041, 0.054, 0.542], [0.005, 0.044, 0.144], [0.165, -0.006, -0.206], [0.042, -0.065, -0.096], [-0.031, 0.062, -0.007], [0.029, -0.077, 0.035], [0.001, 0.037, -0.066], [-0.101, -0.035, -0.036], [0.014, -0.022, 0.000], [0.012, -0.027, -0.013], [0.010, 0.000, 0.009], [0.051, 0.015, -0.009], [0.025, -0.001, 0.019], [0.065, -0.002, -0.010]],
  "lowdin_charge": [0.157, -0.078, -0.365, -0.102, -0.148, -0.016, 0.158, -0.435, 0.128, -0.330, -0.133, -0.182, -0.192, 0.594, -0.272, -0.280, -0.168, -0.100, -0.063, -0.519, 0.143, 0.075, -0.248, 0.732, -0.402, 0.037, 0.120, 0.137, 0.108, 0.161, 0.127, 0.095, 0.118, 0.100, 0.093, 0.103, 0.098, 0.098, 0.112, 0.116, 0.133, 0.120, 0.112, 0.027, 0.017, -0.276, 0.809, -0.556, -0.273, 0.047, 0.057, 0.051, 0.059, 0.053, 0.040],
  "relative_energy_kcal_mol": 0.0,
  "gap_ev": 9.344,
  "energy_ha": -2531.8608,
  "spin_multiplicity": 1,
  "largest_force_ev_per_a": 0.98,
  "e_homo_ev": -8.90
}